## A
A 2-piece molecular cluster, C14H16O overall, computed with ωB97M-V/def2-TZVPD.

```
31
Properties=species:S:1:pos:R:3:mulliken_charge:R:1
C -1.95283 -1.78020 -1.96565 -1.591
C -0.49442 -1.88156 -1.47504 1.097
C 0.40481 -2.15117 -2.58715 -0.532
C 1.70922 -2.29276 -2.21460 -0.445
C 2.14589 -2.25196 -0.91506 0.439
O 3.49248 -2.16155 -0.66641 -0.589
C 1.31704 -2.09302 0.24494 -0.695
C -0.14384 -1.90957 -0.09227 -0.555
H -2.63794 -1.76670 -1.14956 0.382
H -2.22350 -2.47957 -2.78959 0.398
H -2.18486 -0.82871 -2.59173 0.282
H -0.11766 -2.47879 -3.53966 0.257
H 2.58098 -2.40398 -2.87752 0.326
H 3.51999 -1.30546 -0.17267 0.350
H 1.45119 -2.08174 1.30120 0.417
H -0.92966 -2.00893 0.59202 0.463
C -2.31503 2.22798 2.47689 -1.321
C -1.04872 2.14848 1.77205 0.663
C -0.91984 1.57726 0.43990 -0.249
C 0.29000 1.48421 -0.21517 -0.469
C 1.38077 2.03167 0.38349 -0.329
C 1.43530 2.58945 1.63213 -0.860
C 0.24320 2.58887 2.34853 -0.280
H -3.06018 2.96246 2.07525 0.268
H -2.11956 2.57585 3.46640 0.397
H -2.88608 1.25195 2.57009 0.281
H -1.86909 1.22297 0.08647 0.422
H 0.22194 0.98951 -1.20970 0.341
H 2.22065 2.24810 -0.21910 0.449
H 2.33980 3.13568 1.91183 0.356
H 0.14993 2.84122 3.37970 0.327
```

Results
Structure (SMILES): Cc1ccc(O)cc1.Cc1ccccc1
Net charge: 0
Kohn-Sham gap, eV: 9.205

***

## B
A 2-piece molecular cluster, C14H16O overall, computed with ωB97M-V/def2-TZVPD.

```
31
Properties=species:S:1:pos:R:3:mulliken_charge:R:1
C -2.82577 -0.45862 1.79933 -1.434
C -1.45768 0.22106 1.72559 0.636
C -0.23885 -0.49141 1.77723 -0.341
C 0.91922 0.15630 2.20076 -0.555
C 0.93643 1.52641 2.20722 0.886
O 2.15683 2.23246 2.21091 -0.603
C -0.22890 2.33983 1.99946 -0.725
C -1.46287 1.65335 1.84856 -0.510
H -3.43006 0.03139 2.60916 0.394
H -2.74465 -1.51146 2.17153 0.343
H -3.19391 -0.34240 0.84026 0.346
H -0.11231 -1.58604 1.55263 0.276
H 1.77431 -0.60419 2.36292 0.220
H 2.98251 1.59186 2.09232 0.329
H 0.02770 3.38555 2.08673 0.430
H -2.49165 2.04891 2.01169 0.301
C 2.71941 -0.26338 -1.64438 -1.533
C 1.26711 -0.48905 -1.95203 1.142
C 0.35831 0.61024 -2.21339 -0.381
C -0.93762 0.25242 -2.42210 -0.390
C -1.39928 -1.11750 -2.41303 -0.472
C -0.44848 -2.19369 -2.20944 -0.615
C 0.86942 -1.81429 -2.03881 -0.282
H 2.87877 0.80483 -1.52929 0.392
H 3.49249 -0.75326 -2.39130 0.291
H 2.96848 -0.72906 -0.71461 0.337
H 0.89441 1.65304 -2.35412 0.180
H -1.71805 0.89762 -2.83699 0.362
H -2.44979 -1.21139 -2.75492 0.354
H -0.77267 -3.19243 -2.02718 0.420
H 1.66712 -2.64710 -1.99470 0.205
```

Results
Structure (SMILES): Cc1ccc(O)cc1.Cc1ccccc1
Net charge: 0
Kohn-Sham gap, eV: 8.862

***

Preferred: B; penalty for the next structure: 0.220 eV.

***

## A
C4H13N3 in the gas phase, computed with ωB97M-V/def2-TZVPD.

```
20
Properties=species:S:1:pos:R:3:mulliken_charge:R:1
N -2.29528 -1.60619 0.81611 -0.635
C -1.40643 -0.56134 1.33341 -0.466
C -1.42552 0.59795 0.34022 -0.593
C -0.57963 0.30328 -0.91872 -0.898
N 0.76024 -0.13334 -0.57606 -0.277
C 1.78778 0.83973 -0.94738 -0.503
N 2.98849 0.51438 -0.21527 -0.594
H -1.86742 -2.00303 -0.02204 0.215
H -2.34070 -2.43564 1.39864 0.221
H -0.38873 -0.86146 1.59465 0.310
H -1.85610 -0.18236 2.25377 0.360
H -1.01531 1.52218 0.74412 0.283
H -2.48610 0.73982 0.12962 0.367
H -1.11224 -0.42070 -1.52650 0.510
H -0.54258 1.18720 -1.55517 0.348
H 1.02452 -0.95543 -1.10562 0.228
H 1.36511 1.83653 -0.78076 0.346
H 1.99637 0.75413 -2.01870 0.330
H 2.73567 0.38404 0.75938 0.218
H 3.66635 1.26339 -0.27363 0.229
```

Results
Structure (SMILES): NCCCNCN
Net charge: 0
Kohn-Sham gap, eV: 10.063

***

## B
A 2-piece molecular cluster, C4H13N3 overall, computed with ωB97M-V/def2-TZVPD.

```
20
Properties=species:S:1:pos:R:3:mulliken_charge:R:1
C -1.64520 -1.23419 -1.24126 -0.979
C -1.77626 0.20127 -0.88102 0.054
N -0.85979 0.81648 -0.28462 -0.141
C -0.99600 2.19847 0.05261 -0.997
H -1.72387 -1.35047 -2.32116 0.322
H -0.69097 -1.62565 -0.90302 0.136
H -2.45386 -1.80435 -0.78664 0.326
H -2.72218 0.68560 -1.16974 0.289
H -0.88902 2.29802 1.13384 0.294
H -0.17498 2.74433 -0.41428 0.297
H -1.95449 2.63305 -0.26173 0.332
C 1.48004 -1.15581 1.55576 -0.665
N 2.48885 -0.34289 0.89459 -0.346
N 2.15381 0.02902 -0.43612 -0.612
H 1.43201 -2.12443 1.05332 0.241
H 1.78329 -1.31608 2.58842 0.341
H 0.47846 -0.70143 1.53675 0.196
H 2.62125 0.52440 1.41072 0.258
H 2.27891 -0.79259 -1.02314 0.269
H 1.16998 0.31726 -0.50329 0.384
```

Results
Structure (SMILES): C/C=N/C.CNN
Net charge: 0
Kohn-Sham gap, eV: 9.398

***

## C
C4H13N3 in the gas phase, computed with ωB97M-V/def2-TZVPD.

```
20
Properties=species:S:1:pos:R:3:mulliken_charge:R:1
N -2.98278 0.13620 -0.15503 -0.598
C -2.14366 -0.33268 0.94020 -0.426
C -0.93788 -1.09445 0.45144 -0.696
N 0.05140 -0.15923 -0.15747 -0.324
C 1.28391 -0.01858 0.58928 -0.583
C 2.25726 0.91789 -0.08973 -0.530
N 2.54259 0.46236 -1.45471 -0.646
H -3.96379 0.09022 0.08050 0.208
H -2.80150 1.08425 -0.44930 0.214
H -2.75499 -0.94234 1.59415 0.436
H -1.73904 0.49732 1.53871 0.196
H -0.46671 -1.61703 1.28912 0.312
H -1.15190 -1.86726 -0.30253 0.412
H 0.28370 -0.48740 -1.08566 0.242
H 1.06645 0.36210 1.58996 0.307
H 1.80582 -0.97902 0.74201 0.325
H 1.92520 1.95647 -0.08849 0.297
H 3.18654 0.89387 0.48844 0.397
H 3.41977 0.86198 -1.76819 0.225
H 1.82423 0.82560 -2.07783 0.233
```

Results
Structure (SMILES): NCCNCCN
Net charge: 0
Kohn-Sham gap, eV: 9.800

***

## D
C4H13N3 in the gas phase, computed with ωB97M-V/def2-TZVPD.

```
20
Properties=species:S:1:pos:R:3:mulliken_charge:R:1
C 1.34366 1.03743 -0.99595 -1.415
C 0.35729 -0.08591 -0.90254 1.129
C 0.49301 -1.10969 -2.02867 -1.491
C 0.25031 -0.68874 0.49072 -0.866
N -0.44494 0.47705 1.53132 0.086
N -1.28157 1.28199 0.94979 -0.535
N -1.10546 -0.17706 2.59487 -0.593
H 2.29256 0.52826 -0.99950 0.348
H 1.25758 1.51558 -1.92722 0.398
H 1.29115 1.64958 -0.09187 0.367
H -0.62545 0.27744 -1.03606 0.177
H -0.10428 -1.94533 -1.70148 0.377
H 1.41813 -1.57745 -2.28265 0.366
H 0.07458 -0.55888 -2.96132 0.314
H -0.24983 -1.72098 0.59927 0.216
H 1.22254 -0.83844 1.10415 0.256
H -2.20133 0.90223 0.64318 0.201
H -1.56262 2.24795 1.39557 0.236
H -0.47201 -0.58247 3.29838 0.226
H -1.95334 -0.63255 2.32002 0.204
```

Results
Structure (SMILES): CC(C)CN(N)N
Net charge: 0
Kohn-Sham gap, eV: 9.188

***

Preferred: C; penalty for the next structure: 0.086 eV.

***

## A
C4H6Cl2O in the gas phase, computed with ωB97M-V/def2-TZVPD.

```
13
Properties=species:S:1:pos:R:3:mulliken_charge:R:1
C -1.72580 -0.44327 0.97242 -1.045
C -0.89549 0.30885 -0.04481 -0.040
O -0.59050 -0.40887 -1.21060 -0.438
C 0.58963 -0.28257 -0.46725 0.345
Cl 1.06099 -1.81883 0.22692 -0.219
C 1.81805 0.57697 -0.87516 -0.542
Cl 2.40821 1.25295 0.67184 -0.167
H -2.10414 0.20388 1.83420 0.280
H -1.10054 -1.20603 1.42523 0.321
H -2.59466 -0.78997 0.44004 0.260
H -0.96569 1.28362 -0.14951 0.611
H 1.51384 1.38369 -1.63459 0.298
H 2.58609 -0.06041 -1.18873 0.336
```

Results
Structure (SMILES): C[C@@H]1O[C@@]1(Cl)CCl
Net charge: 0
Kohn-Sham gap, eV: 10.692

***

## B
A 2-piece molecular cluster, C4H6Cl2O overall, computed with ωB97M-V/def2-TZVPD.

```
13
Properties=species:S:1:pos:R:3:mulliken_charge:R:1
C -1.46752 0.22749 0.83853 0.019
C 1.38643 -0.30358 -1.19690 -0.279
C -1.31641 -1.20096 0.43091 -0.221
C 1.48610 1.09040 -0.78845 -0.356
O -1.59816 1.08629 0.02079 -0.482
Cl 1.96740 -1.50049 -0.16532 -0.024
Cl 2.07433 1.51972 0.92239 -0.195
H -1.40364 0.53293 1.93169 0.342
H -1.22007 -2.01274 1.16680 0.292
H -0.42100 -1.15003 -0.22608 -0.153
H -2.09633 -1.17151 -0.37960 0.266
H 0.48556 1.33304 -1.06127 0.359
H 2.12331 1.54946 -1.49348 0.433
```

Results
Net charge: 0
Kohn-Sham gap, eV: 8.443

***

Preferred: A; penalty for the next structure: 2.395 eV.

***

## A
A 2-piece molecular cluster, C2H7NS2 overall, computed with ωB97M-V/def2-TZVPD.

```
12
Properties=species:S:1:pos:R:3:mulliken_charge:R:1
C -0.62773 0.30915 1.42412 -0.293
N -0.77838 -0.45293 0.39118 -0.005
C -0.97803 0.19956 -0.91856 -0.795
S -0.94052 -2.09193 0.37391 -0.327
H -0.45195 -0.08057 2.42359 0.312
H -0.82798 1.42509 1.36977 0.201
H -1.14905 -0.81363 -1.47991 0.279
H -1.76976 0.91219 -0.77008 0.332
H -0.10071 0.68125 -1.17264 0.281
S 2.07407 0.04426 -0.21469 -0.233
H 3.28223 -0.42817 0.01647 0.132
H 2.26781 0.29573 -1.44317 0.115
```

Results
Structure (SMILES): C=[N+](C)[S-].S
Net charge: 0
Kohn-Sham gap (spin up / spin down), eV: 7.954 / 7.955

***

## B
A 2-piece molecular cluster, C2H7NS2 overall, computed with ωB97M-V/def2-TZVPD.

```
12
Properties=species:S:1:pos:R:3:mulliken_charge:R:1
C 1.43122 0.92682 0.46280 -0.077
C -1.63444 -2.12021 -1.37841 -0.823
N 1.88319 1.75251 1.57548 -0.287
S 0.95955 2.94850 2.04971 -0.025
S -1.73923 -0.93684 0.06383 -0.095
H 2.02699 -0.02298 0.51982 0.221
H 0.38434 0.52310 0.53210 -0.233
H 1.70353 1.58443 -0.42995 0.267
H -0.67050 -2.63330 -1.48810 0.295
H -1.75333 -1.66651 -2.29017 0.322
H -2.31641 -2.89466 -1.20424 0.301
H -0.27489 2.53912 1.58713 0.134
```

Results
Net charge: 0
Kohn-Sham gap (spin up / spin down), eV: 9.510 / 5.871

***

## C
A 2-piece molecular cluster, C2H7NS2 overall, computed with ωB97M-V/def2-TZVPD.

```
12
Properties=species:S:1:pos:R:3:mulliken_charge:R:1
C -0.26194 -1.25583 2.35301 -1.083
C 0.74746 -2.12990 2.10861 0.290
N 0.75901 -2.65356 0.81945 -0.413
H -1.02371 -0.95722 1.50817 0.235
H -0.28264 -0.46993 3.11831 0.302
H 1.36071 -2.54930 2.90138 0.343
H 0.15564 -2.25696 0.06832 0.184
H 1.09661 -3.58274 0.71424 0.193
S 0.00564 1.45407 -0.22680 -0.206
S -0.52426 1.51784 -2.23701 -0.105
H 0.19973 0.57946 0.80231 0.121
H -1.43464 0.57559 -2.19765 0.140
```

Results
Structure (SMILES): C=CN.SS
Net charge: 0
Kohn-Sham gap, eV: 7.807

***

## D
A 2-piece molecular cluster, C2H7NS2 overall, computed with ωB97M-V/def2-TZVPD.

```
12
Properties=species:S:1:pos:R:3:mulliken_charge:R:1
C -1.36582 -0.92825 -0.29606 -0.284
C 1.92862 0.86669 -0.08355 -0.699
N -1.93159 0.17090 0.51632 -0.205
S 1.31913 -0.52085 0.93832 -0.097
S -1.48655 1.75019 0.47976 -0.172
H -1.73825 -0.90104 -1.27372 0.208
H -0.28760 -0.57800 -0.28257 -0.224
H -1.58108 -1.83016 0.19959 0.347
H 2.93034 0.56288 -0.56738 0.257
H 2.05034 1.66797 0.55785 0.306
H 1.08700 1.10764 -0.67740 0.259
H -2.07222 -0.27240 1.39844 0.305
```

Results
Net charge: 0
Kohn-Sham gap (spin up / spin down), eV: 6.617 / 7.971

***

Preferred: A; penalty for the next structure: 0.209 eV.

***

## A
C4H5NOS2 in the gas phase, computed with ωB97M-V/def2-TZVPD.

```
13
Properties=species:S:1:pos:R:3:mulliken_charge:R:1
C 1.08733 -1.51325 -0.70312 -0.902
C 0.23844 -0.48549 -0.50881 0.466
O -0.89061 -0.31495 -1.36064 -0.320
C -1.69877 0.73497 -0.89998 -0.304
S -0.52803 1.92009 -0.11511 -0.068
N 0.33701 0.55393 0.48091 0.007
C 0.82770 0.55954 1.77553 -0.043
S 1.75810 -0.50691 2.59030 -0.285
H 0.75077 -2.33294 -1.32911 0.246
H 1.97801 -1.63779 -0.18849 0.311
H -2.43337 0.39167 -0.19861 0.290
H -2.04164 1.19000 -1.87133 0.299
H 0.61506 1.44114 2.32846 0.304
```

Results
Structure (SMILES): C=C1OCSN1C=S
Net charge: 0
Kohn-Sham gap, eV: 8.782

***

## B
C4H5NOS2 in the gas phase, computed with ωB97M-V/def2-TZVPD.

```
13
Properties=species:S:1:pos:R:3:mulliken_charge:R:1
C 1.30768 0.12919 -0.55021 -0.985
C 0.03398 0.20362 -0.13086 0.627
N -0.53398 -0.49986 0.94741 -0.139
C -0.05777 -1.48560 1.73046 -0.046
S 1.39638 -2.23969 1.68469 -0.354
C -1.00503 1.12969 -0.70563 0.598
O -2.00881 1.37659 -0.08343 -0.568
S -0.79893 1.90803 -2.29127 -0.157
H 1.65965 0.77475 -1.40460 0.153
H 2.02006 -0.50265 -0.09489 0.220
H -1.43581 -0.17243 1.14973 0.240
H -0.81073 -1.79048 2.47455 0.298
H 0.23332 1.16884 -2.72594 0.114
```

Results
Structure (SMILES): C=C(NC=S)C(=O)S
Net charge: 0
Kohn-Sham gap, eV: 8.338

***

## C
C4H5NOS2 in the gas phase, computed with ωB97M-V/def2-TZVPD.

```
13
Properties=species:S:1:pos:R:3:mulliken_charge:R:1
N -0.37723 -2.13701 0.03601 -0.379
C 0.50005 -1.70341 0.95659 0.398
S 1.48235 -2.78274 1.80450 -0.326
C 0.56658 -0.20616 1.19225 -0.448
C 0.36072 0.77745 0.31874 -0.204
S -0.06562 0.63720 -1.39351 -0.073
C -0.60813 2.36178 -1.71480 0.107
O -0.91709 2.78646 -2.79758 -0.387
H -0.53390 -3.13377 -0.00714 0.223
H -1.09561 -1.55567 -0.39617 0.168
H 0.98186 0.11523 2.13454 0.332
H 0.44666 1.80420 0.63285 0.348
H -0.74063 3.03644 -0.76629 0.242
```

Results
Structure (SMILES): NC(=S)/C=C\SC=O
Net charge: 0
Kohn-Sham gap, eV: 8.304

***

Preferred: B; penalty for the next structure: 0.202 eV.

***

## A
An isolated ion of composition C6H11N4 and charge +1, computed with ωB97M-V/def2-TZVPD.

```
21
Properties=species:S:1:pos:R:3:mulliken_charge:R:1
C -3.02751 1.01176 0.00253 -0.989
N -1.66289 1.07028 -0.24595 -0.242
C -0.83353 0.07304 -0.03310 0.528
N -1.19736 -1.15774 0.20921 -0.307
C 0.62565 0.23449 -0.10371 -0.013
N 1.21081 1.43445 0.24873 -0.074
C 2.58286 1.29939 0.20703 -0.210
N 2.98848 0.05992 0.08946 -0.547
C 1.84636 -0.63738 -0.15175 0.676
C 1.93996 -2.20384 -0.25519 -1.293
H -3.15251 1.07195 1.02968 0.416
H -3.57926 0.08649 -0.41899 0.314
H -3.50035 2.00365 -0.47968 0.277
H -1.38498 1.88923 -0.84670 0.356
H -0.58751 -1.82966 0.57656 0.212
H -2.21689 -1.34837 0.34687 0.220
H 0.83498 2.32116 0.27934 0.160
H 3.04980 2.21299 0.46565 0.388
H 2.74958 -2.26242 -0.96706 0.373
H 2.26999 -2.59898 0.66092 0.344
H 1.04433 -2.73040 -0.61385 0.412
```

Results
Structure (SMILES): C/[NH+]=C(\N)c1[nH]cnc1C
Net charge: +1
Kohn-Sham gap, eV: 8.865

***

## B
An isolated ion of composition C6H11N4 and charge +1, computed with ωB97M-V/def2-TZVPD.

```
21
Properties=species:S:1:pos:R:3:mulliken_charge:R:1
N -2.85644 -2.16566 -0.17169 -0.372
C -2.23096 -0.96202 -0.12843 0.208
C -2.61837 0.32134 0.02801 -0.552
C -1.96276 1.63522 0.22297 -0.160
C -0.71380 2.11387 0.00906 -0.482
C 0.61064 1.75582 -0.21247 0.308
N 1.25843 0.62011 -0.05732 0.584
N 2.54330 0.45460 -0.23237 -0.919
C 2.94692 -0.70666 0.13526 0.033
N 4.23076 -1.06077 0.16394 -0.314
H -3.80482 -2.16295 0.24052 0.228
H -2.48858 -3.03151 -0.46691 0.215
H -1.19826 -1.01620 -0.54401 0.156
H -3.66758 0.38361 0.25417 0.240
H -2.80339 2.24261 0.50676 0.330
H -0.67220 3.19341 -0.00125 0.237
H 1.26197 2.54432 -0.65299 0.344
H 0.73817 -0.19908 0.20104 0.132
H 2.16950 -1.33545 0.59108 0.266
H 4.32363 -2.10542 0.32097 0.276
H 4.93385 -0.51919 -0.20633 0.243
```

Results
Structure (SMILES): N/C=C/C=C\C=[NH+]\N=C\N
Net charge: +1
Kohn-Sham gap, eV: 7.014

***

Preferred: A; penalty for the next structure: 2.284 eV.